A) A 2-piece molecular cluster, C10H16O overall. Source: OMol25; level of theory: ωB97M-V/def2-TZVPD.

Values from the calculation:
* total charge: 0
* frontier orbital gap: 9.682 eV
* SMILES: Cc1ccc(O)cc1.CCC

The geometry in XYZ format:
```
27
Properties=species:S:1:pos:R:3:nbo_charge:R:1
C -0.67 1.34 -1.88 -0.3979
C -1.19 0.81 -3.20 -0.6067
C -1.69 1.02 -0.75 -0.5992
H 0.20 0.71 -1.67 0.1964
H -0.34 2.38 -1.80 0.1967
H -2.11 1.29 -3.55 0.1966
H -2.02 0.00 -0.94 0.1996
H -1.50 -0.23 -3.04 0.2014
H -0.49 0.94 -4.02 0.2088
H -1.26 1.19 0.23 0.2087
H -2.54 1.67 -0.94 0.1963
C -0.53 0.60 2.92 -0.6280
C 1.13 -2.32 1.19 -0.2404
C 1.83 -1.62 0.22 0.2438
C 0.14 -1.58 1.84 -0.1975
C 0.19 -0.19 1.87 -0.0331
C 1.81 -0.25 0.07 -0.2382
C 1.03 0.47 0.97 -0.2046
O 2.92 -2.32 -0.38 -0.7104
H 1.41 -3.32 1.48 0.2298
H -0.46 -2.12 2.56 0.2050
H 2.45 0.20 -0.68 0.2300
H 2.55 -2.81 -1.12 0.4738
H -1.22 0.02 3.51 0.2205
H -0.99 1.51 2.51 0.2157
H 1.10 1.55 1.04 0.2117
H 0.24 1.04 3.56 0.2214
```

---

B) A 2-piece molecular cluster, C10H16O overall. Source: OMol25; level of theory: ωB97M-V/def2-TZVPD.

Values from the calculation:
* total charge: 0
* frontier orbital gap: 9.122 eV
* SMILES: Cc1ccc(O)cc1.CCC

The geometry in XYZ format:
```
27
Properties=species:S:1:pos:R:3:nbo_charge:R:1
C 1.68 0.64 -2.82 -0.4199
C 1.70 2.07 -2.48 -0.6265
C 1.22 -0.23 -1.68 -0.6124
H 1.31 0.37 -3.83 0.2156
H 2.77 0.23 -2.85 0.1962
H 0.90 2.46 -1.92 0.2123
H 1.78 -0.12 -0.73 0.2092
H 0.05 -0.15 -1.31 0.1982
H 1.92 2.57 -3.54 0.2012
H 2.43 2.59 -1.93 0.2177
H 1.22 -1.33 -1.97 0.2072
C 0.68 -0.86 3.37 -0.6474
C -1.64 0.73 0.90 -0.2270
C -2.26 -0.38 0.24 0.2733
C -0.72 0.58 1.91 -0.2159
C -0.52 -0.75 2.38 0.0062
C -2.09 -1.66 0.73 -0.2818
C -1.34 -1.86 1.89 -0.2238
O -2.90 0.22 -0.88 -0.7016
H -1.78 1.66 0.33 0.2253
H -0.19 1.35 2.40 0.2116
H -2.58 -2.44 0.11 0.2208
H -3.62 -0.26 -1.28 0.4820
H 1.43 -0.06 3.26 0.2155
H 1.22 -1.73 2.98 0.2204
H -1.01 -2.80 2.31 0.2203
H 0.35 -0.83 4.41 0.2233
```

---

C) A 2-piece molecular cluster, C10H16O overall. Source: OMol25; level of theory: ωB97M-V/def2-TZVPD.

Values from the calculation:
* total charge: 0
* frontier orbital gap: 9.317 eV
* SMILES: Cc1ccc(O)cc1.CCC

The geometry in XYZ format:
```
27
Properties=species:S:1:pos:R:3:nbo_charge:R:1
C -2.71 0.72 1.40 -0.6312
C -1.21 -0.66 -1.82 -0.2804
C -2.00 -0.51 -0.70 -0.1887
C -0.18 0.25 -2.04 0.2907
C -1.83 0.56 0.19 -0.0455
C 0.03 1.31 -1.18 -0.2550
C -0.79 1.44 -0.05 -0.1903
O 0.78 0.08 -3.01 -0.6976
H -1.49 -1.30 -2.66 0.2133
H -2.93 -1.05 -0.58 0.2080
H 0.50 -0.28 -3.87 0.4860
H 0.80 2.04 -1.34 0.2263
H -3.19 1.70 1.44 0.2223
H -2.07 0.65 2.29 0.2170
H -0.63 2.32 0.56 0.2092
H -3.33 -0.17 1.54 0.2177
C 1.82 -1.27 2.00 -0.3907
C 2.02 -0.48 0.72 -0.6089
C 2.81 -0.85 3.09 -0.6010
H 0.82 -1.11 2.38 0.1899
H 1.91 -2.33 1.79 0.1911
H 2.97 -0.69 0.22 0.2002
H 1.96 0.56 1.05 0.1936
H 2.53 -1.35 4.01 0.2071
H 3.82 -1.04 2.74 0.2024
H 1.31 -0.60 -0.09 0.2190
H 2.71 0.22 3.28 0.1955
```

---

It is C) that is the most stable of them.

---

A) A 2-piece molecular cluster, C10H16O overall. Source: OMol25; level of theory: ωB97M-V/def2-TZVPD.

Values from the calculation:
* total charge: 0
* frontier orbital gap: 9.320 eV
* SMILES: Cc1ccc(O)cc1.CCC

The geometry in XYZ format:
```
27
Properties=species:S:1:pos:R:3:nbo_charge:R:1
C 1.12 -0.99 2.18 -0.4056
C 2.13 -0.87 3.35 -0.6075
C 1.02 -2.36 1.51 -0.6307
H 0.15 -0.56 2.43 0.1987
H 1.53 -0.24 1.48 0.1966
H 2.97 -1.50 3.07 0.2024
H 1.33 -2.44 0.47 0.2162
H 1.52 -3.03 2.21 0.2062
H 1.69 -1.07 4.33 0.2026
H 2.47 0.16 3.48 0.2060
H -0.02 -2.65 1.28 0.2152
C 0.42 2.93 -2.19 -0.6304
C -2.08 -0.48 -1.32 0.2875
C -0.95 -0.62 -2.18 -0.2506
C -2.23 0.68 -0.63 -0.2951
C -0.19 0.50 -2.40 -0.1886
C -1.47 1.85 -0.94 -0.1931
C -0.44 1.77 -1.82 -0.0456
O -2.81 -1.62 -1.14 -0.6612
H -0.70 -1.54 -2.68 0.2260
H -3.51 -1.40 -0.54 0.4731
H -3.03 0.72 0.11 0.2019
H 0.79 0.39 -2.87 0.2062
H -1.74 2.66 -0.27 0.2148
H 0.54 3.69 -1.41 0.2194
H 0.05 3.34 -3.13 0.2216
H 1.46 2.67 -2.39 0.2141
```

---

B) A 2-piece molecular cluster, C10H16O overall. Source: OMol25; level of theory: ωB97M-V/def2-TZVPD.

Values from the calculation:
* total charge: 0
* frontier orbital gap: 9.318 eV
* SMILES: Cc1ccc(O)cc1.CCC

The geometry in XYZ format:
```
27
Properties=species:S:1:pos:R:3:nbo_charge:R:1
C -1.03 -0.04 -3.52 -0.3995
C 0.38 0.54 -3.44 -0.6223
C -2.20 0.44 -2.59 -0.6012
H -1.45 0.06 -4.53 0.1987
H -0.95 -1.07 -3.19 0.1905
H 0.63 1.02 -2.48 0.2081
H 0.59 1.34 -4.14 0.2097
H -2.18 1.53 -2.70 0.1941
H -3.18 0.14 -2.95 0.2081
H 1.08 -0.28 -3.48 0.2106
H -2.05 0.23 -1.55 0.2036
C -0.51 -2.27 2.84 -0.6425
C 0.90 1.27 2.83 -0.3011
C 1.59 1.18 1.58 0.3119
C 0.13 0.19 3.17 -0.1828
C 0.08 -0.99 2.38 -0.0637
C 1.57 0.09 0.75 -0.2903
C 0.70 -0.95 1.13 -0.1630
O 2.37 2.27 1.27 -0.6780
H 0.73 2.20 3.37 0.2211
H -0.17 -0.04 4.19 0.2097
H 2.19 -0.04 -0.12 0.2333
H 2.52 2.75 2.07 0.4742
H -1.48 -2.11 3.31 0.2204
H 0.19 -2.90 3.39 0.2244
H 0.51 -1.73 0.40 0.2060
H -0.98 -2.82 2.01 0.2198
```

---

C) A 2-piece molecular cluster, C10H16O overall. Source: OMol25; level of theory: ωB97M-V/def2-TZVPD.

Values from the calculation:
* total charge: 0
* frontier orbital gap: 9.458 eV
* SMILES: CCc1ccc(O)cc1.CC

The geometry in XYZ format:
```
27
Properties=species:S:1:pos:R:3:nbo_charge:R:1
C -3.07 -0.60 1.14 -0.6086
C -1.96 -0.88 2.14 -0.6129
H -2.70 -0.13 0.23 0.2020
H -3.61 -1.52 0.88 0.2051
H -3.81 0.09 1.56 0.2019
H -2.25 -1.68 2.83 0.2042
H -1.71 -0.03 2.78 0.2007
H -1.05 -1.21 1.64 0.2086
C 0.19 1.67 0.46 -0.4249
C 1.19 2.81 0.66 -0.6108
C 0.71 0.56 -0.43 -0.0210
C 1.97 -0.01 -0.22 -0.2048
C -0.07 0.05 -1.46 -0.2089
C 2.41 -1.06 -0.99 -0.2465
C 0.36 -1.01 -2.23 -0.2538
C 1.61 -1.57 -2.00 0.2735
O 2.10 -2.61 -2.76 -0.6997
H -0.13 1.25 1.42 0.2157
H -0.74 2.05 0.03 0.2067
H 1.81 2.66 1.54 0.2054
H 2.61 0.36 0.57 0.2130
H -1.05 0.44 -1.70 0.2111
H 3.38 -1.52 -0.83 0.2228
H -0.22 -1.42 -3.05 0.2129
H 1.51 -3.38 -2.77 0.4837
H 0.70 3.78 0.76 0.2129
H 1.85 2.92 -0.19 0.2115
```

---

D) A 2-piece molecular cluster, C10H16O overall. Source: OMol25; level of theory: ωB97M-V/def2-TZVPD.

Values from the calculation:
* total charge: 0
* frontier orbital gap: 9.066 eV
* SMILES: Cc1ccc(O)cc1.CCC

The geometry in XYZ format:
```
27
Properties=species:S:1:pos:R:3:nbo_charge:R:1
C 0.05 0.48 -2.88 -0.3869
C 0.53 -0.84 -3.48 -0.6201
C -0.77 1.51 -3.68 -0.6005
H -0.55 0.24 -1.96 0.1961
H 1.06 1.07 -2.57 0.1829
H -0.26 -1.61 -3.53 0.2071
H -1.07 2.39 -3.06 0.2134
H -0.15 1.84 -4.56 0.1956
H 1.48 -1.17 -2.91 0.2138
H 0.93 -0.73 -4.47 0.2037
H -1.59 1.08 -4.09 0.1958
C 2.24 0.53 3.10 -0.6320
C -0.46 -0.88 0.81 -0.2862
C -1.56 -0.83 1.69 0.3249
C 0.69 -0.31 1.29 -0.1625
C 0.86 0.16 2.59 -0.0712
C -1.58 -0.29 2.96 -0.3079
C -0.29 0.19 3.41 -0.1664
O -2.56 -1.66 1.32 -0.6957
H -0.61 -1.13 -0.22 0.2317
H 1.61 -0.09 0.66 0.2076
H -2.36 -0.25 3.60 0.2126
H -3.33 -1.80 1.92 0.4884
H 2.66 1.52 2.98 0.2226
H 2.95 -0.20 2.58 0.2125
H -0.18 0.61 4.39 0.2025
H 2.24 0.18 4.12 0.2181
```

---

It is C) that is the most stable of them.

---

A) The molecule C3H5NS. Source: OMol25; level of theory: ωB97M-V/def2-TZVPD.

Values from the calculation:
* total charge: 0
* frontier orbital gap: 10.482 eV
* SMILES: C[C@@H](S)C#N

The geometry in XYZ format:
```
10
Properties=species:S:1:pos:R:3:nbo_charge:R:1
C 0.11 1.36 -0.10 0.2586
C -0.31 -0.90 -0.84 -0.6403
C -0.30 0.03 0.37 -0.4290
N 0.45 2.43 -0.22 -0.3104
S 0.89 -0.47 1.74 -0.0143
H -1.30 -1.43 -1.04 0.2317
H 0.01 -0.22 -1.70 0.2366
H 0.35 -1.79 -0.89 0.2430
H -1.42 0.24 0.75 0.2655
H 1.52 0.74 1.93 0.1585
```

---

B) The molecule C3H5NS. Source: OMol25; level of theory: ωB97M-V/def2-TZVPD.

Values from the calculation:
* total charge: 0
* frontier orbital gap: 8.098 eV
* SMILES: N/C=C\C=S

The geometry in XYZ format:
```
10
Properties=species:S:1:pos:R:3:nbo_charge:R:1
C 1.68 0.25 0.08 0.1014
C 0.65 1.12 0.06 -0.4030
C -0.81 0.92 -0.10 -0.2771
H 2.40 -1.70 0.05 0.3872
H 0.62 -1.62 0.31 0.4153
H 2.63 0.80 0.32 0.2003
H 1.26 2.12 -0.28 0.2181
H -1.15 1.92 0.02 0.1990
N 1.66 -1.09 -0.14 -0.7907
S -1.66 -0.48 0.02 -0.0505
```

---

It is A) that is the most stable of them.

---

A) The molecule C3H5NS. Source: OMol25; level of theory: ωB97M-V/def2-TZVPD.

Values from the calculation:
* total charge: 0
* frontier orbital gap: 8.139 eV
* SMILES: N/C=C/C=S

The geometry in XYZ format:
```
10
Properties=species:S:1:pos:R:3:nbo_charge:R:1
C -1.70 0.38 0.05 0.0883
C -0.52 -0.33 0.13 -0.3946
C 0.76 0.38 0.05 -0.2753
H -3.86 0.18 0.03 0.4175
H -2.84 -1.25 0.24 0.3847
H -1.58 1.43 -0.02 0.2024
H -0.34 -1.51 0.15 0.2213
H 0.63 1.44 0.23 0.1724
N -2.88 -0.15 -0.17 -0.7668
S 2.31 -0.11 -0.06 -0.0499
```

---

B) The molecule C3H5NS. Source: OMol25; level of theory: ωB97M-V/def2-TZVPD.

Values from the calculation:
* total charge: 0
* frontier orbital gap: 8.784 eV
* SMILES: S=C1CNC1

The geometry in XYZ format:
```
10
Properties=species:S:1:pos:R:3:nbo_charge:R:1
C 0.20 0.04 0.01 -0.0893
C -0.80 -1.07 0.06 -0.2809
C -0.90 1.03 0.04 -0.2837
H -0.66 -1.79 -0.73 0.2119
H -0.78 -1.49 1.03 0.2010
H -2.86 -0.07 -0.04 0.3972
H -0.90 1.43 1.05 0.1923
H -0.77 1.93 -0.61 0.2090
N -1.85 -0.03 -0.14 -0.6603
S 1.75 0.01 -0.02 0.1029
```

---

It is A) that is the most stable of them.